122
Properties=species:S:1:pos:R:3:forces:R:3 method="wB97M-V/def2-TZVPD" charge=-2 relative_energy_kcal_mol=16.0
Rb -0.71412 -1.56575 0.82182 0.1 0.3 0.1
C -2.73548 -0.23602 5.13177 -0.1 0.0 -0.1
Si -3.53984 0.54717 3.60427 0.0 0.0 -0.1
C -5.10859 1.37742 4.30798 0.1 -0.1 0.0
C -4.23144 -0.91580 2.59878 0.1 0.1 0.0
C -2.46398 1.66766 2.66623 0.1 0.0 0.1
Si -1.13409 2.50952 3.57525 -0.1 0.0 -0.1
C -1.73973 3.56102 5.05046 0.0 0.0 -0.1
C -0.16747 3.77676 2.53801 0.0 0.0 0.1
C 0.21157 1.38106 4.29936 -0.1 0.1 -0.1
Si -3.20903 2.50041 1.27206 0.0 0.0 0.1
C -4.09182 4.15272 1.64998 0.1 -0.1 0.0
C -4.51297 1.50199 0.32577 0.0 0.1 0.0
C -1.99277 2.99653 -0.13995 -0.1 0.1 0.1
C -2.33012 3.95269 -1.10647 0.0 0.0 0.0
C -1.44527 4.26419 -2.12255 0.0 0.1 -0.1
C -0.21350 3.62721 -2.15238 0.0 0.0 0.0
C 0.05551 2.70038 -1.15841 0.0 0.0 -0.1
N -0.80105 2.38657 -0.19371 0.1 -0.2 0.0
H -3.47717 -0.87602 5.62105 0.0 0.0 0.0
H -2.40800 0.50191 5.86156 0.1 0.1 0.1
H -1.88264 -0.85201 4.85965 0.1 -0.1 0.0
H -5.74377 0.65311 4.82555 -0.1 0.0 0.0
H -5.70024 1.82994 3.50973 0.0 0.0 -0.1
H -4.84640 2.16968 5.01169 0.0 0.1 0.0
H -4.39480 -1.78925 3.23451 0.0 0.0 0.1
H -3.53293 -1.19568 1.80656 -0.1 -0.1 0.0
H -5.17993 -0.66596 2.12144 -0.1 0.0 0.0
H -2.40557 4.35008 4.69136 0.0 0.0 0.0
H -0.91039 4.03017 5.58616 0.1 0.0 0.0
H -2.30340 2.95938 5.76467 -0.1 -0.1 0.1
H -0.81396 4.50325 2.04124 0.0 0.0 0.0
H 0.44574 3.30336 1.76998 0.0 0.0 0.0
H 0.50002 4.32566 3.20799 0.0 0.0 0.0
H 0.01306 1.12695 5.34015 -0.1 0.0 0.1
H 1.18362 1.88063 4.26648 0.0 0.0 0.0
H 0.31354 0.44054 3.75839 0.0 -0.1 -0.1
H -4.78130 3.98391 2.47930 -0.1 0.0 0.1
H -4.66908 4.54921 0.81185 0.0 0.0 -0.1
H -3.38240 4.91851 1.97008 0.1 0.0 0.0
H -5.40583 1.32731 0.92767 -0.1 0.0 0.1
H -4.11234 0.53551 0.02274 0.0 -0.1 0.0
H -4.81419 2.05414 -0.56884 0.0 0.0 -0.1
H -3.28818 4.45200 -1.05077 -0.1 0.0 0.0
H -1.70684 4.99838 -2.87800 0.0 0.0 0.0
H 0.51850 3.83297 -2.92370 0.0 0.0 0.0
H 1.00425 2.17663 -1.12390 0.1 0.0 0.0
C -4.40517 -1.37662 -2.57817 0.0 0.0 0.0
C -3.26062 -2.08125 -1.86255 0.1 0.0 0.0
O -2.84509 -1.57319 -0.82820 -0.2 0.0 -0.2
C -2.69725 -3.29732 -2.45228 0.0 0.0 0.0
C -3.16474 -3.72292 -3.71091 0.0 0.0 0.0
C -2.65182 -4.81023 -4.37299 0.0 0.0 0.0
C -1.61274 -5.53034 -3.75906 0.0 0.0 0.0
C -1.13327 -5.16574 -2.53419 0.0 0.0 0.1
C -1.64685 -4.04193 -1.79826 0.0 0.0 -0.1
O -1.16155 -3.76450 -0.66178 -0.1 -0.2 0.0
H -4.68502 -0.50772 -1.98813 0.0 0.0 0.0
H -5.26593 -2.03693 -2.68920 0.0 0.0 0.0
H -4.10708 -1.05332 -3.57649 0.0 0.0 0.0
H -3.95722 -3.16052 -4.18665 0.0 0.0 0.0
H -3.02917 -5.09700 -5.34488 0.0 0.0 0.0
H -1.18022 -6.38692 -4.26557 0.0 0.0 0.0
H -0.33195 -5.71724 -2.05788 0.0 0.0 0.0
O 1.08480 0.41647 0.80254 0.4 0.3 -0.1
H 1.42109 -0.10723 1.56183 0.0 0.2 0.0
H 0.43004 1.06873 1.09372 -0.1 0.1 0.0
S 3.29823 -3.28931 4.37341 0.0 0.0 0.0
C 2.54354 -2.30517 3.28493 0.1 -0.1 0.2
N 2.01830 -1.60352 2.51519 -0.1 0.2 -0.2
F 7.87107 -4.28803 -4.48016 -0.1 -0.1 0.0
C 7.79936 -2.94219 -4.45977 0.0 0.0 0.0
F 9.01074 -2.50095 -4.08105 0.1 0.1 0.1
F 7.65216 -2.56470 -5.75134 -0.1 0.0 0.0
C 6.68984 -2.43909 -3.58785 0.0 0.0 0.0
C 6.89231 -1.38460 -2.71276 0.0 -0.1 -0.1
C 5.83259 -0.90260 -1.95391 0.0 0.0 0.0
C 4.56551 -1.46707 -2.05672 0.0 0.0 0.0
C 4.38747 -2.54955 -2.92461 0.0 0.0 0.0
C 5.43097 -3.02708 -3.69071 0.1 0.0 0.0
P 3.09799 -0.93181 -1.07250 -0.1 -0.1 -0.1
C 2.08358 -0.30610 -2.48744 -0.1 0.0 0.0
C 0.71560 -0.57804 -2.48400 -0.1 0.1 0.0
C -0.09029 -0.22653 -3.55892 0.1 0.2 0.0
C 0.46572 0.43802 -4.63874 0.0 0.0 0.0
C 1.82705 0.73003 -4.65906 -0.1 0.0 0.0
C 2.62565 0.34662 -3.59851 0.0 -0.1 0.1
C -0.38478 0.81830 -5.81617 0.0 0.0 -0.1
F -1.68369 0.93848 -5.51125 -0.1 0.0 0.1
F -0.00752 1.99293 -6.36275 0.1 0.1 0.0
F -0.31199 -0.08891 -6.81656 0.1 -0.1 0.0
C 3.80352 0.56806 -0.29502 0.0 -0.1 0.0
C 3.87318 1.82595 -0.88131 -0.1 0.0 0.0
C 4.42261 2.89354 -0.19211 0.0 0.0 0.1
C 4.92690 2.69932 1.08637 0.0 0.0 0.0
C 4.87228 1.44604 1.68065 0.0 0.0 0.0
C 4.30856 0.38489 0.99148 -0.1 0.1 0.0
C 5.57983 3.84077 1.80698 0.0 0.0 0.0
F 5.07476 5.03606 1.45976 -0.1 0.1 -0.1
F 5.47972 3.74932 3.13986 -0.1 -0.1 0.1
F 6.90746 3.91457 1.53895 0.1 -0.1 -0.1
H 7.86990 -0.93261 -2.62328 0.0 0.0 0.0
H 6.00229 -0.07375 -1.27913 0.0 0.0 0.0
H 3.41331 -3.01776 -3.00251 0.0 0.0 0.0
H 5.27473 -3.85959 -4.36268 0.0 0.0 0.0
H 0.22793 -1.05323 -1.64299 0.3 -0.1 -0.1
H -1.14682 -0.45159 -3.52944 0.0 0.0 0.0
H 2.25829 1.24765 -5.50522 0.0 0.0 0.0
H 3.68929 0.54893 -3.63783 0.0 0.0 0.0
H 3.47368 1.98994 -1.87401 0.0 0.0 0.1
H 4.44654 3.87649 -0.64107 0.0 0.0 0.0
H 5.23433 1.30199 2.68880 0.0 0.0 0.0
H 4.19617 -0.57355 1.48092 0.0 -0.1 0.0
N -2.40488 -4.34326 1.88473 -0.1 -0.2 0.0
C -2.04679 -3.72436 3.01544 0.1 -0.1 0.0
O -1.53798 -2.61860 3.07582 -0.1 -0.2 0.4
C -2.21989 -4.42042 4.35476 -0.1 0.0 0.0
I -3.40675 -6.20176 4.43513 0.0 0.0 0.0
H -2.12923 -3.98126 0.96572 0.1 -0.1 0.0
H -2.72308 -5.29752 1.92871 0.0 0.1 0.0
H -2.67141 -3.71243 5.04264 0.0 0.0 0.0
H -1.23332 -4.69532 4.71742 0.0 0.0 0.0


60
Properties=species:S:1:pos:R:3:forces:R:3 method="wB97M-V/def2-TZVPD" relative_energy_kcal_mol=83.8
C -13.21424 12.39668 4.96527 -1.1 0.2 0.6
O -12.79671 12.23224 3.63012 1.6 0.0 -0.5
C -11.47100 12.31152 3.37708 2.6 1.6 3.3
O -10.49938 12.52455 4.17378 -3.9 -1.0 -1.9
O -11.31183 12.27867 2.09304 -0.5 -0.7 -0.9
C -10.02896 12.56142 1.57766 0.7 -0.6 -0.9
H -12.57271 13.06164 5.54352 0.3 -0.6 0.0
H -13.45017 11.41615 5.37878 0.7 0.0 0.4
H -14.18797 12.88633 4.95065 0.0 0.1 -0.4
H -9.84859 11.84040 0.78036 -0.4 0.2 -0.4
H -9.18871 12.35121 2.23939 -0.4 0.6 0.5
H -10.09601 13.57155 1.17361 0.5 0.0 0.1
C -10.29470 7.98782 -2.37108 -1.2 -1.0 -1.3
O -10.66426 6.88848 -1.50327 2.0 0.4 -0.4
C -11.91871 6.58340 -1.31744 -3.9 3.5 -1.8
O -12.90238 7.05894 -1.99223 3.7 -2.3 2.6
O -11.97175 5.94005 -0.16184 1.0 -1.4 -1.4
C -13.04284 6.21625 0.65477 -1.6 -0.2 1.0
H -10.69304 8.93558 -2.00889 0.3 -0.1 0.3
H -10.77548 7.78280 -3.32759 -0.1 0.3 -0.1
H -9.22769 7.96270 -2.59235 -0.1 0.0 0.8
H -13.10322 5.42717 1.40431 0.4 0.3 0.3
H -14.00578 6.14537 0.14898 0.1 0.5 -0.3
H -12.81826 7.20006 1.06681 -0.7 0.0 0.4
C -16.46686 7.84283 8.69219 0.1 1.3 4.3
O -16.33360 7.84047 7.38549 0.5 -0.9 -6.2
C -15.27894 7.38517 6.64712 -1.7 1.2 -2.7
O -15.29361 7.43154 5.39739 0.3 -0.4 4.1
O -14.32702 7.01165 7.46356 -0.3 -0.3 0.3
C -13.07921 6.65772 6.97372 2.4 -0.4 -0.1
H -16.70440 6.91070 9.20484 -0.1 -0.3 -0.4
H -17.25507 8.57933 8.84839 -0.3 -0.3 0.5
H -15.58862 8.27180 9.17465 0.2 -0.1 0.3
H -12.82208 5.61719 7.17194 -0.6 -0.2 -0.1
H -12.34259 7.19597 7.57020 0.0 0.3 0.0
H -12.86376 6.86633 5.92579 -0.7 0.1 0.0
C -10.59895 11.04257 9.53905 0.0 -1.5 0.4
O -10.80531 12.27605 10.16142 0.4 1.7 0.3
C -12.02640 12.84858 10.19227 0.4 -0.6 -1.9
O -13.03247 12.31972 9.79142 -0.1 0.2 0.6
O -11.84719 14.11535 10.53106 0.1 1.1 0.4
C -12.97033 15.02307 10.44234 -0.5 -0.7 0.3
H -9.55439 10.75589 9.66068 0.0 0.3 0.6
H -10.69490 10.96590 8.45599 -0.9 0.6 0.0
H -11.22975 10.34435 10.08922 0.0 -0.5 -0.6
H -12.68894 16.07605 10.43008 0.8 -0.4 -0.1
H -13.56617 14.88869 11.34512 -0.3 -0.1 -0.2
H -13.53621 14.81725 9.53376 -0.1 -0.1 0.2
C -10.61251 19.59307 -1.28878 -0.4 -1.6 -1.3
O -11.01930 20.85973 -0.80008 1.3 -1.5 1.6
C -11.64248 21.65881 -1.59388 -1.1 2.0 -4.4
O -11.95545 21.46323 -2.78006 0.5 0.2 2.6
O -11.78919 22.82167 -0.95314 0.1 -1.2 1.3
C -12.17120 24.06654 -1.45502 0.3 0.9 -0.5
H -9.71722 19.54262 -1.90846 0.3 1.0 0.1
H -11.36557 19.18171 -1.96092 -0.3 0.1 0.2
H -10.43729 18.84052 -0.51997 -0.3 0.7 0.6
H -11.69757 24.29678 -2.40937 0.0 -0.2 -0.1
H -11.76904 24.74953 -0.70676 -0.1 0.2 -0.1
H -13.24280 24.24864 -1.53622 -0.1 -0.5 0.0


20
Properties=species:S:1:pos:R:3:forces:R:3 method="wB97M-V/def2-TZVPD" relative_energy_kcal_mol=49.8
C 0.00145 1.26505 -2.39190 0.0 0.3 0.6
C 0.00330 0.20872 -1.57918 -0.3 -0.4 0.2
O -0.92909 -0.80440 -1.74104 0.4 0.0 -0.3
C 0.78868 0.05275 -0.35016 -0.2 2.2 0.6
C 1.02396 1.14340 0.39710 0.0 -0.7 0.3
C 1.70407 0.99779 1.74262 1.1 0.2 -1.4
H -0.84080 1.43700 -3.02779 -0.3 -0.2 -0.6
H 0.62577 2.13115 -2.23449 0.4 -0.3 0.0
H -1.18512 -0.77443 -2.67067 -0.2 -0.1 0.1
H 1.03153 -0.83042 0.18908 0.0 -1.3 -0.7
H 0.68423 2.12399 0.09125 0.0 0.1 -0.1
H 1.05839 0.60133 2.49301 -0.6 0.2 0.7
H 2.50350 0.25974 1.65022 0.0 -0.1 0.0
H 2.20997 1.92738 2.00001 -0.3 0.0 0.5
O -0.26015 -2.76015 0.91408 1.3 -0.2 -0.3
H -0.79787 -2.38794 1.60421 -0.8 0.1 0.0
H -0.76041 -3.36512 0.36766 -0.4 0.1 0.2
O -2.48626 -0.69082 1.06156 0.0 0.2 -0.1
H -2.28798 -0.66304 0.11513 0.1 -0.3 0.0
H -2.08720 0.12803 1.36932 0.0 0.1 0.2


| no. | total energy (eV) | E_LUMO (eV) |
| --- | --- | --- |
| 1 | -138203.1383 | 3.15 |
| 2 | -46750.5886 | 0.36 |
| 3 | -11520.6062 | 0.68 |